# 1
DFT (the ωB97M-V functional and the def2-TZVPD basis) results for a molecular structure, C7H11BO2S.

Values from the calculation:
frontier orbital gap = 8.689 eV
energy above the lowest of the compared OMol25 structures with the same formula, charge and spin = 17.7 kJ/mol
LUMO energy = 0.54 eV

Geometry as ORCA input:
```
! RIJCOSX wB97M-V def2-TZVPD def2/J DEFGRID3
* xyz 0 1
H 1.4657 -2.9371 1.0049
H -3.2378 -0.1215 -0.8888
S 2.4664 1.6087 -0.1247
H 4.6994 0.8487 0.1576
H -2.0125 3.3873 1.0175
C -2.1795 2.7028 0.2130
H -2.4514 3.3342 -0.6340
C -2.7247 -0.7361 -0.2924
C 3.7378 0.4210 -0.1614
H 3.8532 -1.8163 0.0636
O -1.0178 2.0290 -0.1579
C 1.0739 -2.2293 0.2038
H -0.0151 -2.2457 0.3450
H -3.0469 2.1911 0.4405
C 3.2756 -0.8984 -0.0838
H 1.1715 -2.8795 -0.6799
H -2.9737 -1.6956 -0.6740
H -3.1883 -0.6079 0.6667
C 1.8395 -0.9280 -0.0333
C 1.3132 0.2883 -0.1341
O -1.3607 -0.4284 -0.1690
B -0.6878 0.7126 -0.0794
*
```

These are the natural (NBO) partial charges, in e, on atoms 1 to 6: 0.213, 0.171, 0.400, 0.228, 0.184, -0.239


# 2
DFT (the ωB97M-V functional and the def2-TZVPD basis) results for 3 unconnected molecules or ions with the total composition C4H15N2O.

Values from the calculation:
frontier orbital gap = 5.448 eV
energy above the lowest of the compared OMol25 structures with the same formula, charge and spin = 798.7 kJ/mol
LUMO energy = -8.51 eV

Geometry as ORCA input:
```
! RIJCOSX wB97M-V def2-TZVPD def2/J DEFGRID3
* xyz 1 1
H -1.5158 -0.7278 -1.0819
H 1.9642 0.1777 -2.9504
H 1.4162 -1.4942 -2.8331
C -1.5889 1.6315 0.1850
N -0.0494 0.0173 -2.2782
H 0.0475 -1.2744 -0.6437
H -2.4260 1.1742 -0.3652
H 2.1819 -1.5232 3.6907
H 0.4245 0.9371 0.3939
H -1.3506 2.5653 -0.4267
H -1.7300 -0.7025 1.5702
H -0.1289 -0.8014 1.9249
C -0.5622 0.5111 0.2967
H 0.8789 -2.1408 4.2433
N -0.8376 -0.2004 1.5415
H 1.9576 -0.6262 -1.6003
H -1.9839 1.9657 1.1228
O 1.2138 -1.5086 3.6115
C -0.5456 -0.4560 -0.9612
H 0.1826 1.1298 -1.9716
C 1.3401 -0.5158 -2.4348
H 1.1117 1.8616 -1.0336
*
```

These are the natural (NBO) partial charges, in e, on atoms 1 to 6: 0.242, 0.226, 0.248, -0.656, -0.312, 0.213


# 3
DFT (the ωB97M-V functional and the def2-TZVPD basis) results for 12 unconnected molecules or ions with the total composition C36H76N4O24.

Values from the calculation:
SMILES string = C[N+](=O)[O-].C[N+](=O)[O-].C[N+](=O)[O-].C[N+](=O)[O-].CCOC(C)=O.CCOC(C)=O.CCOC(C)=O.CCOC(C)=O.CCOC(C)=O.CCOC(C)=O.CCOC(C)=O.CCOC(C)=O
frontier orbital gap = 9.739 eV
energy above the lowest of the compared OMol25 structures with the same formula, charge and spin = 574.6 kJ/mol
LUMO energy = -0.21 eV

Geometry as ORCA input:
```
! RIJCOSX wB97M-V def2-TZVPD def2/J DEFGRID3
* xyz 0 1
H 3.3791 -7.5310 1.7471
C 6.7134 0.1261 -0.6529
H -4.3323 7.5932 -4.6441
H -2.7489 13.0898 7.2124
C 6.6023 2.5688 5.1656
H 2.7890 -6.0317 0.9854
H -6.2510 -1.4452 -8.5607
H -3.5752 6.2765 -3.6402
O -8.4686 -2.3909 6.7936
C 3.2609 2.7875 -8.8179
H -8.1669 -2.4810 9.5508
H -3.5888 -8.0234 -1.2438
H 3.6309 -3.0153 8.6747
C 3.4850 -6.4467 1.7145
H -8.6493 7.6801 -1.2616
H -2.1511 11.8684 8.1875
H -1.8939 -8.6586 -1.0076
N -8.1514 -1.5741 7.6446
O -1.4470 -0.3037 -0.4611
H 0.4616 -2.2381 -2.2392
H 1.4396 0.4409 8.1145
H -4.2064 7.8590 -2.9664
H 7.0314 0.3766 0.3591
H 7.3435 0.6744 -1.3533
H 4.8511 6.6399 -8.4425
H 3.2680 6.0164 -8.3428
H 1.2602 -6.8976 -10.2572
C -1.8363 12.5143 7.3679
C -3.0504 -5.6572 1.9875
O 6.2633 -1.8692 -1.6923
H -3.6546 0.3742 0.6084
O 1.7682 -1.2901 9.2437
H -8.8417 -0.8076 9.4957
C -1.4735 9.6825 4.8937
O 3.5874 2.6236 -7.6577
O 3.6318 -0.4474 10.2594
O 3.2932 -6.5871 4.0085
C -2.9336 1.1877 0.6889
C 1.0862 -7.9727 -10.3025
H -7.2367 -2.6909 -7.7753
H -3.1003 -5.9585 3.0339
H -0.4312 -8.3838 -8.9087
H -1.0955 14.2553 8.5039
H 1.6339 0.7325 9.7160
H 6.0579 1.8092 4.6046
C 2.9851 -1.3316 9.7924
H 9.2934 -0.4894 6.4752
H -9.7644 -2.2339 8.9030
H -0.4177 -8.6338 -13.8049
H 0.0693 -1.4511 0.1522
O 7.6201 -1.9157 0.0445
C -6.2844 -2.1617 -7.7400
H 9.9020 1.1135 6.8728
H -1.6056 9.9787 3.8531
C 10.7492 0.4995 5.0334
H -0.4463 9.3588 5.0612
C -1.6159 0.4699 0.6108
C 2.4252 1.7631 -9.5308
O -1.4593 11.6988 6.2142
O 0.1714 -8.2254 -11.3481
N -5.1520 -3.1094 -7.7282
C -3.5054 -6.8358 1.2542
H 3.9190 6.5137 -9.9783
H -1.2595 -2.6095 -1.9869
H 2.3387 0.8343 -8.9669
C -0.5232 -1.8087 -2.0547
H -2.8718 -10.5412 -0.6392
H -0.3571 13.8602 6.9224
C 3.6494 -2.6891 9.7145
C 0.6371 -8.5897 -8.9761
H 0.7669 -9.6681 -9.0668
H -3.0469 1.6932 1.6479
H 5.4294 4.6533 -10.0104
C -2.8299 -8.3582 -0.5367
H 2.0531 -8.4574 -10.4381
H -0.7722 -1.2347 -2.9472
H -2.3066 -9.9079 0.8030
H -0.6967 -0.1324 10.1874
C -0.7372 13.4527 7.8592
O -6.4816 6.7498 -2.8421
H -0.8053 0.8941 8.7536
H 5.1632 4.5057 -8.3137
O 8.3450 1.0054 5.4573
H -1.7387 -9.5363 -12.9275
C -0.2466 -0.9948 -0.7860
H 5.7777 3.0483 5.6931
C 9.5434 0.4857 6.0571
H 2.8726 1.5970 -10.5108
C -5.6626 6.2557 -3.6965
H 11.7418 0.2884 5.4312
H 5.6625 0.4152 -0.6566
O -4.0844 -2.8003 -8.3285
H 0.5009 -0.2735 -1.1163
H -3.0584 1.9547 -0.0754
C -8.7808 -1.7732 8.9937
H -9.1657 6.0970 -0.7953
O -2.5464 -7.3831 0.4369
H 3.1688 -3.4505 10.3289
H -2.0640 -5.2684 1.7346
H -7.5614 4.9806 -2.2608
C -7.6569 6.0576 -2.3983
C 7.6355 2.0299 6.0883
H 1.0646 -8.2064 -8.0495
N 6.8767 -1.3428 -0.7822
O 3.4922 -4.5900 3.1349
O -5.4277 -4.2222 -7.2457
H -6.1078 -1.4832 -6.9054
H 10.5445 -0.2300 4.2499
H 11.0157 1.4802 4.6393
H -0.7475 -0.7800 8.5234
C -0.6784 -9.4842 -13.1748
C -3.1098 -9.7588 0.0814
C -4.3331 7.0580 -3.6946
H -4.1059 -9.9375 0.4862
O 0.8739 -10.4131 -11.6003
C -0.3389 -0.0004 9.1663
C 1.1611 -0.0061 9.0688
O -4.6101 -7.2173 1.4091
H -8.4345 6.0234 -3.1613
H -1.9939 8.7407 5.0678
H -3.8769 -4.9974 1.7236
H 7.0191 3.3457 4.5246
H 4.4448 -6.1427 1.2969
H 0.1817 13.0569 8.2915
O 7.7282 2.3751 7.2186
H 4.7004 -2.6252 9.9963
N 3.3289 -5.8233 3.0277
C -2.0217 10.5414 6.0675
O -5.7839 5.3077 -4.4423
O -7.5869 -0.4745 7.4006
O 3.6998 3.7625 -9.6694
H -0.3816 -10.3285 -13.7970
C 4.6375 4.6142 -9.2624
C 0.1839 -9.4643 -11.9186
H -7.6173 6.6939 -0.2910
C 4.1279 6.0556 -9.0115
C -8.2966 6.6556 -1.1426
O -2.8690 10.0477 6.8482
O -0.6674 0.7027 1.3638
H 1.4396 2.2014 -9.6874
*
```

These are the Löwdin partial charges, in e, on atoms 1 to 6: 0.100, 0.029, 0.081, 0.125, 0.004, 0.098


Question: Among the records above, which one has the highest frontier orbital gap?
Answer: C36H76N4O24